Arrangement a

The following is a DFT calculation (ωB97M-V/def2-TZVPD) of a gas-phase ion, C4H7N2 (charge +1).

XYZ file:
```
13
Properties=species:S:1:pos:R:3:lowdin_charge:R:1
C -1.5862 -0.0696 1.4660 0.004
C -0.4787 -0.0640 0.5008 -0.254
C 0.3217 -1.0703 0.0978 -0.004
N 1.1814 -0.6029 -0.8558 0.129
C 0.8932 0.6903 -1.1289 0.000
N -0.0636 1.0174 -0.2505 0.148
H -1.3906 0.5502 2.3452 0.103
H -2.5319 0.2903 1.0645 0.099
H -1.6396 -1.0851 1.8512 0.099
H 0.1228 -2.1268 0.1985 0.153
H 1.8443 -1.1517 -1.3509 0.171
H 1.3162 1.3626 -1.8518 0.162
H -0.7123 1.7756 -0.4237 0.190
```

Output
Frontier orbital gap in eV: 10.78
Net charge: +1
E_LUMO in eV: -3.63
SMILES string: Cc1c[nH]c[nH+]1


Arrangement b

The following is a DFT calculation (ωB97M-V/def2-TZVPD) of 2 unconnected molecules or ions with the total composition C4H7N2.

XYZ file:
```
13
Properties=species:S:1:pos:R:3:lowdin_charge:R:1
C 0.3391 0.0600 -0.1607 0.002
C 0.9325 1.3577 0.1449 -0.050
C 2.2483 1.6757 0.1002 -0.091
C -1.5804 -1.4760 -0.1765 -0.096
N 3.3798 2.0024 0.1590 0.277
N -0.9917 -0.2015 0.0447 -0.037
H 1.1233 -0.5932 -0.5359 0.146
H -0.6604 -2.0325 -0.4174 0.063
H -2.3163 -1.6092 0.6445 0.070
H 4.1716 1.8308 0.8201 0.167
H 0.3058 2.1601 0.5663 0.131
H -2.6998 -2.0989 -1.3822 0.239
H -1.5859 0.6246 0.2621 0.178
```

Output
Frontier orbital gap (spin up / spin down) in eV: 8.10 / 8.10
Net charge: +1
E_LUMO (spin up / spin down) in eV: -5.23 / -5.23


Arrangement c

The following is a DFT calculation (ωB97M-V/def2-TZVPD) of a gas-phase ion, C4H7N2 (charge +1).

XYZ file:
```
13
Properties=species:S:1:pos:R:3:lowdin_charge:R:1
C 1.3666 1.2468 0.2755 0.074
C 1.5664 0.0516 -0.2224 -0.160
C -1.3820 -0.3614 0.1725 -0.001
C -0.4882 -1.2816 0.2195 -0.054
N -2.2009 0.5441 -0.1816 0.191
N 0.8492 -1.1557 -0.0729 0.027
H 0.5387 1.4456 0.7593 0.001
H -0.7721 -2.2675 0.5278 0.156
H -2.4790 1.4046 0.4573 0.212
H -2.6637 0.5808 -1.1606 0.199
H 1.3761 -2.0345 0.1019 0.176
H 1.8646 2.0777 -0.1563 0.079
H 2.4243 -0.2506 -0.7198 0.100
```

Output
Frontier orbital gap in eV: 8.35
Net charge: +1
E_LUMO in eV: -4.83
SMILES string: C=CNC=C=[NH2+]


Arrangement d

The following is a DFT calculation (ωB97M-V/def2-TZVPD) of a gas-phase ion, C4H7N2 (charge +1).

XYZ file:
```
13
Properties=species:S:1:pos:R:3:lowdin_charge:R:1
C -1.6468 -0.0570 0.0109 0.039
C 0.5404 0.0502 -0.6991 -0.065
C -0.3650 0.0629 -1.8539 0.072
C 0.0211 -0.0744 1.7648 -0.015
N -0.4013 -0.0293 0.3983 -0.174
N -1.5742 0.0024 -1.4055 0.133
H 1.2383 -0.7966 -0.7204 0.173
H 1.1639 0.9531 -0.6520 0.173
H -0.0888 0.1122 -2.8948 0.162
H 0.6333 -0.9588 1.9480 0.109
H 0.6067 0.8110 2.0161 0.109
H -0.8623 -0.1130 2.3985 0.106
H -2.4272 -0.0045 -1.9577 0.179
```

Output
Frontier orbital gap in eV: 8.38
Net charge: +1
E_LUMO in eV: -5.77


Unit: kJ/mol. Relative energies: arrangement a 0.0; arrangement b 511.2; arrangement c 365.9; arrangement d 248.9.


Arrangement a

The following is a DFT calculation (ωB97M-V/def2-TZVPD) of a single C5H7P molecule.

XYZ file:
```
13
Properties=species:S:1:pos:R:3:lowdin_charge:R:1
C -1.6197 1.4931 -0.0139 -0.287
C 1.8204 0.5163 0.0349 -0.029
C -0.1177 -1.0180 0.0079 -0.342
C 0.4712 0.3579 0.0220 -0.098
C -1.6005 -1.1587 -0.0014 -0.455
P -2.7068 0.0909 0.0157 0.851
H -1.5841 2.1087 0.8711 -0.001
H 2.2922 1.4827 0.0670 0.035
H 2.4704 -0.3428 -0.0206 0.053
H 0.2567 -1.5606 -0.8714 0.118
H 0.2344 -1.5641 0.8946 0.117
H -1.5204 2.0315 -0.9483 0.004
H -1.9732 -2.1742 0.0028 0.035
```

Output
Frontier orbital gap in eV: 9.01
Net charge: 0
E_LUMO in eV: 0.12


Arrangement b

The following is a DFT calculation (ωB97M-V/def2-TZVPD) of a single C5H7P molecule.

XYZ file:
```
13
Properties=species:S:1:pos:R:3:lowdin_charge:R:1
C -0.0452 -1.0111 0.1899 -0.147
C -0.8854 1.2096 0.1282 -0.356
C 0.2998 0.2769 -0.0267 -0.315
C -1.4877 -1.2535 -0.0016 -0.450
C 1.7265 0.8212 -0.0140 -0.039
P -2.3283 0.3873 -0.0123 0.910
H 0.5855 -1.7779 0.1226 0.064
H -0.6530 2.1988 0.1716 0.005
H -1.6182 -1.4934 -1.0905 0.089
H -1.9192 -2.1309 0.4878 0.076
H 1.8103 1.8485 0.1621 0.058
H 2.1694 0.4835 -0.8589 0.042
H 2.3454 0.4410 0.7416 0.063
```

Output
Frontier orbital gap in eV: 8.80
Net charge: 0
E_LUMO in eV: 0.45
SMILES string: CC1=CCP=C1


Unit: kJ/mol. Relative energies: arrangement a 255.6; arrangement b 0.0.


Arrangement a

The following is a DFT calculation (ωB97M-V/def2-TZVPD) of 2 unconnected molecules or ions with the total composition C7H11N3O.

XYZ file:
```
22
Properties=species:S:1:pos:R:3:lowdin_charge:R:1
C 1.8809 -2.5132 1.3683 -0.092
C 2.0405 -1.4098 -1.5206 -0.293
C -2.3799 3.4933 0.6268 -0.100
C -1.8151 2.6465 -0.5177 -0.243
C -1.6660 1.2348 -0.1488 -0.017
C -1.5552 0.0895 0.1759 -0.006
C -1.4233 -1.2496 0.5468 -0.226
H 2.6371 -1.9637 1.9280 0.079
H 2.3515 -3.2546 0.7101 0.077
H 1.1970 -3.0129 2.0686 0.086
H 1.5479 0.0762 -0.2267 0.127
H 2.4264 -0.6894 -2.1923 0.103
H 2.0951 -2.8081 -2.7739 0.047
H -2.4744 4.5428 0.3129 0.079
H -1.7254 3.4570 1.5010 0.080
H -3.3323 3.1287 0.9424 0.066
H -0.8365 3.0295 -0.8327 0.115
H -2.4677 2.7081 -1.3977 0.118
N 1.8785 -0.8843 -0.2467 -0.019
N 1.8565 -2.6379 -1.7887 0.097
N -1.3133 -2.3571 0.8578 0.188
O 1.0777 -1.6260 0.6073 -0.266
```

Output
Frontier orbital gap in eV: 9.62
Net charge: 0
E_LUMO in eV: 0.52
SMILES string: [H]/N=C/NOC.CCC#CC#N


Arrangement b

The following is a DFT calculation (ωB97M-V/def2-TZVPD) of a molecular structure, C7H11N3O.

XYZ file:
```
22
Properties=species:S:1:pos:R:3:lowdin_charge:R:1
C 1.1096 -0.8021 -2.4105 -0.069
C 1.0205 -0.0902 -1.0330 -0.398
C 1.4975 2.3408 1.3067 -0.109
C -0.1484 0.3320 0.7853 -0.287
C -0.6329 0.3688 2.1593 -0.021
C -0.1537 -0.4638 -0.2811 -0.234
C -0.7063 -1.6474 -0.6435 -0.211
H 1.3553 -0.0676 -3.6411 0.181
H 1.7735 -1.8082 -2.3439 0.092
H -0.1918 -1.3320 -2.5924 0.159
H 0.6339 2.9143 1.9655 0.108
H 2.1505 3.1810 0.7643 0.099
H 2.5747 1.8503 1.8940 0.148
H -0.5676 1.6164 2.6309 0.150
H -1.6650 -0.0595 2.3760 0.095
H 0.0957 -0.1196 2.8789 0.105
H -0.2935 -2.4033 -1.3157 0.110
H -1.8714 0.0410 0.0241 0.072
N 1.7454 0.7712 -0.5570 0.193
N 0.9293 1.1747 0.6703 -0.125
N -1.9779 -1.7608 -0.5661 0.053
O -2.5987 -0.6671 0.1537 -0.110
```

Output
Frontier orbital gap in eV: 9.30
Net charge: 0
E_LUMO in eV: 0.55


Unit: kJ/mol. Relative energies: arrangement a 0.0; arrangement b 453.8.


Arrangement a

The following is a DFT calculation (ωB97M-V/def2-TZVPD) of a gas-phase ion, C4H9NO (charge +1).

XYZ file:
```
15
Properties=species:S:1:pos:R:3:lowdin_spin:R:1
N -0.3216 0.3678 1.9102 0.118
C -0.1621 -0.2171 0.7111 0.051
C 0.1639 0.5867 -0.4948 0.045
C -1.0280 0.5225 -1.4578 0.000
C 1.4727 0.0404 -1.1647 0.000
O -0.1135 -1.4774 0.6963 0.769
H -0.9987 1.0758 2.1183 0.003
H 0.0193 -0.1204 2.7236 0.000
H 0.2835 1.6095 -0.1405 0.010
H -1.3727 -0.5278 -1.4057 0.001
H -0.8654 0.6664 -2.5531 0.001
H -1.9404 1.3018 -1.2618 0.000
H 1.8891 0.7662 -1.8805 0.000
H 2.2276 -0.0108 -0.3384 0.000
H 1.2304 -0.8872 -1.7001 0.002
```

Output
<S²>: 0.7567
Frontier orbital gap (spin up / spin down) in eV: 11.25 / 7.15
Net charge: +1
2S+1: 2
E_LUMO (spin up / spin down) in eV: -5.07 / -9.15


Arrangement b

The following is a DFT calculation (ωB97M-V/def2-TZVPD) of a molecular structure, C4H9NO.

XYZ file:
```
15
Properties=species:S:1:pos:R:3:lowdin_spin:R:1
C 0.1730 -0.9866 1.4961 0.026
N 0.0793 -0.2214 0.3331 0.242
C -1.2499 -0.4140 -0.2870 0.028
C 0.5143 1.1388 0.1300 0.234
C 0.9462 1.2423 -1.1893 0.254
O 0.2529 1.3166 -2.3580 0.155
H -0.2253 -0.7200 2.4793 0.013
H -0.1397 -1.9950 1.1400 0.001
H 1.2129 -1.2162 1.8167 0.006
H -2.1666 -0.3065 0.4512 0.013
H -1.1506 -1.3631 -0.8239 -0.001
H -1.3866 0.2961 -1.0406 0.002
H 0.8286 1.7870 0.9159 0.013
H 2.0252 1.1757 -1.3035 0.013
H 0.2864 0.2662 -1.7601 0.000
```

Output
<S²>: 0.7603
Frontier orbital gap (spin up / spin down) in eV: 6.75 / 8.77
Net charge: +1
2S+1: 2
E_LUMO (spin up / spin down) in eV: -6.88 / -6.48


Unit: kJ/mol. Relative energies: arrangement a 0.0; arrangement b 437.3.


Arrangement a

The following is a DFT calculation (ωB97M-V/def2-TZVPD) of a single C5H12N2O2 molecule.

XYZ file:
```
21
Properties=species:S:1:pos:R:3:lowdin_charge:R:1
C -0.1459 2.3708 0.4572 0.003
N -0.9576 0.0070 -0.1046 -0.049
C -0.9350 1.1682 0.8820 -0.444
N -1.3280 0.3906 -1.4333 0.089
O -1.7640 1.1485 1.7535 0.105
H -1.6268 -0.6427 0.3103 0.154
H -2.2617 0.0512 -1.6444 0.096
H -0.6561 -0.0863 -2.0440 0.075
H 0.7090 2.1107 -0.1603 0.064
H -0.8042 3.0390 -0.1016 0.094
H 0.1994 2.8733 1.3601 0.097
C 0.3694 -2.3326 0.2994 -0.053
C 0.5966 -0.8720 -0.0039 -0.420
C 1.4588 -0.5115 -0.9990 -0.065
O 0.8089 -0.1921 1.5443 -0.130
H 1.6168 0.3319 1.4640 0.060
H -0.1987 -2.4519 1.2228 0.081
H 1.3263 -2.8332 0.4475 0.091
H -0.1407 -2.8300 -0.5312 0.084
H 2.0873 -1.2603 -1.4597 0.042
H 1.6463 0.5215 -1.2591 0.027
```

Output
Frontier orbital gap in eV: 8.16
Net charge: 0
E_LUMO in eV: 0.71


Arrangement b

The following is a DFT calculation (ωB97M-V/def2-TZVPD) of 2 unconnected molecules or ions with the total composition C5H12N2O2.

XYZ file:
```
21
Properties=species:S:1:pos:R:3:lowdin_charge:R:1
C 1.0932 1.8808 0.5341 -0.041
C 1.5873 -0.3605 -0.4989 -0.036
C -0.3767 0.9790 -1.3855 -0.069
C -1.3526 0.1797 1.4841 -0.038
C 0.4400 0.6532 -0.2047 -0.578
N -0.5855 -0.1022 0.5601 -0.056
N -1.8082 -3.1568 0.2831 -0.140
O -0.7184 -2.6766 -0.3146 -0.060
O -1.8575 -4.3802 0.2769 -0.024
H 1.4189 1.5630 1.5747 0.096
H 2.1188 2.1739 0.1527 0.099
H 0.5016 2.7274 0.6732 0.041
H 2.2856 0.1095 -1.2166 0.096
H 1.2580 -1.2931 -0.8841 0.056
H 2.2251 -0.4971 0.3474 0.073
H -1.4961 0.8242 -1.2023 0.106
H -0.3772 2.0455 -1.7094 0.087
H -0.2200 0.4050 -2.3702 0.113
H -0.5802 -1.7234 0.1016 0.059
H -2.1342 -0.5895 1.7471 0.089
H -1.4223 1.2381 2.0514 0.126
```

Output
Frontier orbital gap in eV: 10.34
Net charge: 0
E_LUMO in eV: 0.67
SMILES string: C=NC(C)(C)C.O=NO


Unit: kJ/mol. Relative energies: arrangement a 0.0; arrangement b 41.8.